{
  "formula": "C5H11NO2",
  "method": "ωB97M-V with the def2-TZVPD basis set",
  "smiles": "C=C[C@@H](C)N.O=CO",
  "homo_energy_ev": -8.919,
  "orbital_gap_ev": 9.70,
  "e_above_lowest_kcal_mol": 45.2,
  "lumo_energy_ev": 0.780,
  "symbols": ["C", "C", "C", "O", "O", "H", "H", "H", "H", "H", "H", "C", "C", "N", "H", "H", "H", "H", "H"],
  "xyz": [[-1.721225, -0.600191, 0.768529], [-0.119536, 0.844287, -0.576031], [-0.247494, 1.916200, 0.192409], [-1.462244, -1.653566, 0.222432], [-2.794773, 0.148874, 0.458009], [-3.224016, -0.218453, -0.328736], [0.202992, -1.843576, -0.784995], [-1.353517, -0.323128, 1.766749], [-0.671636, 0.787725, -1.509561], [0.305643, 2.034850, 1.111052], [-0.988688, 2.673203, -0.008085], [1.744366, -0.351766, 0.765638], [1.190870, -0.086338, -0.626192], [0.930018, -1.327921, -1.289208], [0.623279, -1.183544, -2.244687], [1.917800, 0.476579, -1.222868], [2.628549, -0.980833, 0.674906], [2.027110, 0.573723, 1.262431], [1.012502, -0.886128, 1.368209]],
  "forces_ev_per_a": [[-1.583, -1.774, 0.706], [2.798, 0.344, -1.009], [-0.385, -0.240, 0.237], [0.011, 1.053, 0.226], [0.238, 0.182, 0.019], [0.137, -0.120, -0.019], [0.385, 0.204, -0.411], [0.365, 0.304, -0.481], [-0.352, -0.117, 0.090], [0.338, 0.101, 0.020], [-0.263, 0.014, 0.031], [0.206, 0.077, -0.316], [-1.747, 0.884, 0.662], [-0.003, -0.849, -0.216], [-0.021, -0.054, 0.101], [-0.095, 0.000, 0.108], [0.032, -0.006, 0.057], [-0.020, 0.021, 0.109], [-0.042, -0.025, 0.084]],
  "nbo_charge": [0.661, -0.218, -0.387, -0.624, -0.683, 0.492, 0.387, 0.138, 0.191, 0.190, 0.201, -0.618, -0.069, -0.844, 0.352, 0.198, 0.226, 0.205, 0.202]
}

{
  "formula": "C5H11NO2",
  "method": "ωB97M-V with the def2-TZVPD basis set",
  "smiles": "CCCCNC(=O)O",
  "homo_energy_ev": -9.973,
  "orbital_gap_ev": 10.72,
  "e_above_lowest_kcal_mol": 11.1,
  "lumo_energy_ev": 0.749,
  "symbols": ["C", "N", "C", "O", "O", "C", "C", "C", "H", "H", "H", "H", "H", "H", "H", "H", "H", "H", "H"],
  "xyz": [[-0.453096, -0.694596, 0.644720], [-1.721680, -1.251496, 0.243912], [-2.034592, -1.843957, -0.953751], [-1.330375, -1.359181, -2.017173], [-2.859355, -2.697781, -1.106049], [-0.192372, 0.743237, 0.201090], [1.055560, 1.409131, 0.779822], [2.275482, 1.121504, -0.110602], [0.437219, -1.309627, 0.450978], [-0.389730, -0.700767, 1.737552], [-2.266832, -1.615237, 1.008695], [-1.173365, -0.441892, -1.966612], [-0.210255, 0.790171, -0.893657], [-1.103787, 1.318030, 0.410327], [1.246978, 0.979013, 1.760659], [0.889639, 2.473189, 0.746803], [3.168787, 1.481249, 0.403222], [2.220692, 1.549313, -1.108805], [2.441087, 0.049700, -0.231129]],
  "forces_ev_per_a": [[1.425, 0.463, 0.720], [-0.220, -0.252, 0.376], [0.305, 0.467, -0.218], [-0.354, -1.953, -0.364], [-0.086, -0.159, 0.175], [-1.309, 0.172, -0.447], [0.034, -1.034, -1.663], [0.395, -0.361, 0.720], [-0.356, -0.238, -0.774], [-0.635, 0.125, 0.054], [-0.098, -0.111, -0.167], [0.399, 1.671, 0.398], [0.600, 0.001, -0.080], [0.126, -0.023, 0.509], [-0.052, 0.532, 0.320], [0.017, 0.399, 0.695], [0.101, 0.191, -0.260], [-0.145, 0.207, 0.048], [-0.148, -0.096, -0.042]],
  "nbo_charge": [-0.225, -0.657, 0.887, -0.702, -0.595, -0.397, -0.401, -0.604, 0.193, 0.203, 0.407, 0.482, 0.172, 0.208, 0.202, 0.213, 0.210, 0.206, 0.200]
}

{
  "formula": "C5H11NO2",
  "method": "ωB97M-V with the def2-TZVPD basis set",
  "smiles": "CC(=O)CO.C=CN",
  "homo_energy_ev": -8.671,
  "orbital_gap_ev": 9.54,
  "e_above_lowest_kcal_mol": 60.8,
  "lumo_energy_ev": 0.870,
  "symbols": ["C", "C", "C", "O", "O", "H", "H", "H", "H", "H", "H", "N", "C", "C", "H", "H", "H", "H", "H"],
  "xyz": [[-0.131258, 1.219228, -1.397116], [0.709462, -1.257522, -1.311558], [0.996754, 0.153717, -0.868225], [-1.384585, 0.705139, -1.410551], [2.068409, 0.528320, -0.459427], [-1.603097, 0.299332, -0.349798], [0.250366, 1.393242, -2.415167], [-0.015241, 2.121245, -0.780038], [0.448580, -1.261889, -2.365498], [-0.162381, -1.636002, -0.785942], [1.564797, -1.902342, -1.139732], [0.739016, -0.447181, 2.053425], [-0.233271, 0.416231, 1.644825], [-1.502994, 0.042902, 1.264402], [1.697015, -0.141055, 1.948955], [0.591117, -1.428103, 1.864342], [0.042266, 1.461204, 1.698621], [-1.769679, -1.004291, 1.338525], [-2.305275, 0.737825, 1.469956]],
  "forces_ev_per_a": [[2.217, -1.161, 1.437], [0.063, -0.101, 0.587], [-0.807, 1.353, -2.162], [-1.837, -1.575, 2.218], [-0.080, -0.073, 0.460], [0.984, 1.547, -3.126], [-0.320, 0.210, 0.114], [0.096, 0.098, -0.205], [-0.055, 0.122, -0.145], [-0.158, -0.134, 0.039], [0.117, -0.031, 0.065], [-0.016, 0.299, -0.401], [-0.889, -0.758, 0.282], [0.824, 0.080, 1.198], [-0.126, -0.070, -0.049], [0.002, 0.057, 0.111], [0.005, 0.052, 0.040], [0.004, -0.134, -0.028], [-0.025, 0.217, -0.437]],
  "nbo_charge": [-0.147, -0.744, 0.593, -0.765, -0.587, 0.469, 0.199, 0.159, 0.248, 0.232, 0.224, -0.772, 0.128, -0.699, 0.408, 0.386, 0.208, 0.213, 0.247]
}

{
  "formula": "C5H11NO2",
  "method": "ωB97M-V with the def2-TZVPD basis set",
  "smiles": "C=CC[C@@H](N)C=O.O",
  "homo_energy_ev": -9.312,
  "orbital_gap_ev": 10.00,
  "e_above_lowest_kcal_mol": 70.3,
  "lumo_energy_ev": 0.688,
  "symbols": ["O", "C", "C", "C", "C", "C", "N", "H", "H", "H", "H", "H", "H", "H", "H", "H", "H", "H", "O"],
  "xyz": [[-1.398381, -0.011763, 1.730720], [-0.383667, -0.229271, 1.157999], [-0.273784, -1.300417, 0.113865], [0.929224, -1.043071, -0.920840], [1.167017, 0.427296, -0.998578], [2.363342, 0.944156, -1.029812], [-0.219225, -2.662448, 0.743178], [0.533059, 0.212792, 1.336794], [-1.297894, -1.257674, -0.471794], [0.703527, -1.356692, -1.946342], [1.810953, -1.459078, -0.448675], [0.254299, 0.980960, -1.148224], [2.528251, 2.072755, -0.980234], [3.308854, 0.377529, -0.856637], [-0.336452, -2.675989, 1.726471], [0.645341, -3.256531, 0.510294], [-3.507509, 4.147081, 0.749360], [-3.305003, 2.688005, 0.645717], [-3.521958, 3.402352, 0.086737]],
  "forces_ev_per_a": [[-1.278, 0.743, 0.939], [-0.429, -2.183, -1.185], [-1.461, -1.547, -2.568], [-1.351, 0.418, 1.631], [-0.667, -0.859, -0.711], [2.188, 2.542, 1.100], [1.926, -0.541, -1.741], [2.147, 1.669, 1.074], [1.885, 0.003, 0.917], [0.070, -0.681, 0.491], [0.284, -0.642, -0.495], [-0.015, 0.695, 0.048], [-0.358, -1.613, -0.487], [-1.023, 0.180, -0.321], [-0.207, 0.215, 0.938], [-1.737, 1.643, 0.355], [-0.114, -0.888, -1.275], [0.413, -1.712, 0.811], [-0.273, 2.558, 0.477]],
  "nbo_charge": [-0.504, 0.428, -0.141, -0.448, -0.199, -0.392, -0.838, 0.113, 0.194, 0.236, 0.206, 0.205, 0.205, 0.196, 0.369, 0.370, 0.464, 0.466, -0.930]
}

{
  "formula": "C5H11NO2",
  "method": "ωB97M-V with the def2-TZVPD basis set",
  "smiles": "CC(C)(C)N=C=O.O",
  "homo_energy_ev": -10.336,
  "orbital_gap_ev": 10.90,
  "e_above_lowest_kcal_mol": 39.3,
  "lumo_energy_ev": 0.567,
  "symbols": ["C", "C", "C", "C", "C", "N", "O", "O", "H", "H", "H", "H", "H", "H", "H", "H", "H", "H", "H"],
  "xyz": [[0.719850, -1.889144, -0.979672], [1.290841, -0.444011, 1.354331], [0.638503, 1.532050, -0.214134], [-1.098704, -0.033667, 0.799691], [0.327885, 0.132324, 0.274244], [0.469146, -0.708661, -0.926978], [1.125782, -2.973936, -1.119753], [-1.271506, -1.798970, -3.593960], [-2.076349, -1.814309, -3.124343], [1.232397, 0.201276, 2.329371], [0.878678, -1.492786, 1.619761], [2.361134, -0.614262, 0.954475], [1.626998, 1.462153, -0.782645], [0.753685, 2.358109, 0.542793], [-0.118119, 1.872561, -1.016925], [-1.065452, 0.708440, 1.681657], [-1.647869, 0.373783, -0.056607], [-1.279900, -0.992076, 1.132476], [-0.426818, -1.666917, -3.234000]],
  "forces_ev_per_a": [[1.052, 0.463, 0.138], [0.247, -0.448, 0.873], [0.799, 1.396, -1.585], [1.761, 4.609, -0.030], [0.600, -1.135, 0.734], [-0.419, -0.624, -0.269], [-0.512, -0.315, -0.126], [-0.488, -0.559, -3.429], [-0.365, 0.195, 1.658], [0.451, -1.181, -1.850], [0.747, 1.606, -0.257], [-1.617, 0.633, 0.826], [-1.181, 0.242, 0.815], [-0.325, -1.118, -0.469], [0.987, -0.580, 1.365], [-0.863, -1.122, -1.175], [-0.920, -0.466, 0.698], [-0.736, -2.010, 0.408], [0.782, 0.413, 1.676]],
  "nbo_charge": [0.853, -0.633, -0.627, -0.603, 0.123, -0.588, -0.508, -0.976, 0.489, 0.226, 0.210, 0.228, 0.227, 0.224, 0.225, 0.207, 0.222, 0.212, 0.489]
}

{
  "formula": "C5H11NO2",
  "method": "ωB97M-V with the def2-TZVPD basis set",
  "smiles": "CNCOC=O.C=C",
  "homo_energy_ev": -8.833,
  "orbital_gap_ev": 9.72,
  "e_above_lowest_kcal_mol": 53.2,
  "lumo_energy_ev": 0.882,
  "symbols": ["C", "C", "C", "C", "N", "C", "O", "O", "H", "H", "H", "H", "H", "H", "H", "H", "H", "H", "H"],
  "xyz": [[-0.866729, 1.011100, -0.012581], [0.026515, -2.271653, -0.939748], [1.484217, 0.790365, 0.566706], [0.251096, -2.122967, -2.245072], [0.360352, 0.292251, -0.207701], [-1.318844, 1.445246, 2.263727], [-1.457911, 0.624628, 1.234693], [-0.789126, 2.517076, 2.272428], [-0.740403, 2.108346, -0.002866], [-1.581118, 0.714910, -0.783867], [-1.800105, 0.984896, 3.143456], [-0.968955, -2.246764, -0.528669], [0.810977, -2.572599, -0.263588], [1.672519, 1.860301, 0.406859], [1.286317, 0.635258, 1.627130], [2.371803, 0.225712, 0.290111], [-0.554550, -1.939138, -2.938994], [0.585838, 0.232420, -1.209234], [1.228109, -2.289388, -2.672791]],
  "forces_ev_per_a": [[0.319, 0.368, -0.493], [0.060, -0.698, -0.945], [-0.082, 0.195, -0.103], [-0.185, -0.556, 0.472], [-0.010, 0.404, -0.398], [-0.348, 0.041, 0.693], [-0.049, -0.437, -0.268], [0.185, 0.176, -0.040], [-0.115, -0.310, 0.003], [0.096, 0.046, 0.088], [0.092, 0.099, -0.089], [-0.137, 0.266, 0.099], [0.142, 0.178, 0.115], [0.065, -0.022, 0.077], [0.101, 0.003, 0.006], [0.070, -0.016, 0.068], [-0.113, 0.149, -0.073], [-0.264, -0.038, 0.800], [0.171, 0.150, -0.013]],
  "nbo_charge": [0.068, -0.325, -0.416, -0.460, -0.630, 0.651, -0.506, -0.589, 0.176, 0.189, 0.118, 0.193, 0.192, 0.176, 0.196, 0.203, 0.191, 0.381, 0.192]
}